Entry from OMol25: C15H20BrCrN2O8P2 as an isolated structure (wB97M-V/def2-TZVPD).

Cartesian coordinates (Å):
Cr 0.967 -0.811 0.019
O -0.919 -6.029 0.878
C -0.847 -4.695 0.962
C -1.620 -3.949 1.869
C -1.506 -2.579 1.896
N -0.669 -1.952 1.051
C 0.051 -2.687 0.265
Br 0.432 -2.026 -3.065
C 0.032 -4.046 0.093
H -1.560 -6.385 1.505
H -2.317 -4.442 2.534
H -2.089 -1.970 2.573
H 0.635 -4.587 -0.621
N 4.988 0.892 -1.239
C 3.535 0.587 -1.512
C 3.235 0.657 -2.999
P 2.504 1.841 -0.615
O 3.268 1.937 0.811
O 2.570 3.138 -1.299
O 1.191 1.104 -0.383
P 3.254 -1.079 -0.704
O 3.556 -2.127 -1.903
O 4.341 -1.143 0.335
O -0.076 -1.402 -1.460
H 5.155 1.896 -1.152
H 5.583 0.524 -1.982
H 5.209 0.377 -0.356
H 3.415 1.660 -3.386
H 2.183 0.425 -3.168
H 3.823 -0.081 -3.549
H 3.482 2.861 0.996
H 4.236 -2.760 -1.632
C 0.477 1.234 2.723
C 1.644 0.303 2.713
O 1.791 -0.541 1.813
C 2.642 0.335 3.786
C 3.822 -0.397 3.624
C 4.777 -0.374 4.625
C 4.558 0.369 5.778
C 3.391 1.103 5.939
C 2.433 1.092 4.940
H -0.102 1.149 1.810
H 0.820 2.262 2.834
H -0.158 1.007 3.583
H 3.982 -0.950 2.708
H 5.695 -0.934 4.508
H 5.307 0.380 6.560
H 3.230 1.681 6.839
H 1.524 1.665 5.067

Calculated values
E_LUMO (alpha / beta): -0.116 / -0.179 hartree
Gap between HOMO and LUMO (alpha / beta): 8.53 / 7.26 eV
Net charge: +1
Largest force on an atom: 0.0061 hartree/bohr
Multiplicity: 5
Energy above the lowest of the compared OMol25 structures with the same formula, charge and spin: 134.71 kcal per mole
E: -152278.34306 eV

Mulliken charges, unit e, in atom order: 0.02 -0.49 1.07 -0.60 -0.68 -0.48 1.09 0.05 -0.84 0.32 0.34 0.43 0.50 -0.11 0.15 -1.61 0.97 -0.49 -0.74 -0.50 1.21 -0.52 -0.86 -0.43 0.37 0.36 0.28 0.46 0.29 0.43 0.30 0.35 -1.70 1.08 -0.38 0.80 -0.23 -0.82 -0.37 -0.84 -0.42 0.27 0.42 0.56 0.35 0.43 0.41 0.41 0.37